Entry 1:
14
Properties=species:S:1:pos:R:3:forces:R:3:mulliken_charge:R:1 method="wB97M-V/def2-TZVPD" e_lumo_ha=0.042 largest_force_ev_per_a=1.06 spin_multiplicity=1 de_lowest_kj_mol=271.95
O -0.74565 -0.96366 0.67774 -0.10 -0.59 -0.38 -0.43
C -0.62683 0.37499 -1.01724 -0.14 0.59 0.87 -0.30
C 0.86617 0.61656 1.62980 -0.34 0.15 -0.35 -1.24
C 0.15840 0.07150 0.37931 0.03 0.42 -0.22 0.77
C -1.39261 -0.87325 -0.62965 -0.11 0.02 0.62 -0.34
C 0.79701 -0.00475 -0.97961 0.32 -0.29 -0.26 -0.71
H 0.98363 -0.89928 -1.56225 0.73 -0.35 0.40 0.22
H 1.49152 0.82247 -1.11746 -0.02 -0.22 -0.11 0.23
H 0.16038 1.07636 2.32611 -0.01 0.03 -0.17 0.30
H 1.66365 1.33442 1.40565 -0.30 -0.10 -0.16 0.34
H -2.47320 -0.72140 -0.56509 0.15 -0.09 0.32 0.26
H 1.34692 -0.20581 2.19695 -0.34 0.09 -0.61 0.30
H -1.17388 -1.81731 -1.14210 -0.06 0.32 -0.42 0.21
H -1.05550 1.18919 -1.60215 0.19 0.00 0.47 0.40



Entry 2:
111
Properties=species:S:1:pos:R:3:forces:R:3:mulliken_charge:R:1 method="wB97M-V/def2-TZVPD" e_lumo_ha=0.137 largest_force_ev_per_a=1.73 spin_multiplicity=1 charge=-2 de_lowest_kj_mol=23.26
As -2.04958 0.75995 -5.32137 -0.02 0.02 0.05 0.25
K 0.20284 -0.28287 2.07090 -0.48 1.62 0.37 1.29
Cl 2.70279 -0.96700 0.77244 0.61 -0.22 -0.37 -0.17
Cl 0.23904 -5.47391 2.44546 0.05 0.01 -0.02 -0.25
Cl 4.86617 -5.80467 -0.33918 -0.05 0.03 0.03 -0.31
S 0.18594 3.34451 0.61299 0.16 0.01 0.13 -0.40
P 0.42979 0.15494 -1.38021 -0.13 -0.03 -0.72 0.39
O 0.61450 -2.53247 2.08676 0.53 -1.46 -0.21 -0.36
N -2.70304 -0.46998 2.48521 0.01 -0.04 0.18 0.82
N 2.29841 1.64021 4.14694 0.13 -0.31 0.08 -0.98
N -1.74872 4.05788 -1.31749 0.18 -0.21 0.14 -0.65
N -3.02218 -1.05375 1.30794 0.08 0.15 0.06 -1.00
N 1.80640 0.70194 4.98016 -0.07 -0.02 0.17 1.19
N -0.89760 -0.06626 4.71501 -0.05 -0.12 -0.05 0.17
C -2.44038 0.85921 2.33288 -0.48 0.00 0.02 -0.47
C 1.90138 -3.28364 -3.26657 -0.01 0.03 0.02 -0.95
C -3.04856 -2.84783 5.92585 0.04 -0.01 -0.04 -0.88
C 2.41919 -0.49780 4.82354 -0.08 0.24 0.11 -0.32
C 0.83696 1.03208 5.98388 0.06 -0.01 -0.09 -0.26
C 0.13237 -2.57057 -1.26178 0.00 0.02 0.03 -0.72
C -1.37793 1.30024 -8.09904 0.06 -0.05 0.00 -0.33
C 0.82703 -1.56549 -1.93874 0.03 -0.01 0.04 1.20
C 0.40609 2.12602 8.10549 0.03 -0.03 0.07 0.82
C 2.66325 -2.70405 0.90649 0.01 -0.16 0.00 1.00
C -0.96305 0.46250 -2.60807 0.07 0.07 0.07 -1.60
C -0.63508 0.19710 -4.07473 -0.01 0.06 0.15 -0.88
C 3.66628 -3.44986 0.32262 -0.01 0.07 -0.05 -0.80
C 3.66488 2.98702 -3.16826 -0.01 -0.02 0.02 -0.75
C -1.59904 5.44529 -4.75131 -0.02 -0.05 0.03 -0.44
C 0.87931 2.95921 9.27312 -0.05 -0.05 -0.10 -1.48
C -0.51907 4.71114 -5.22805 -0.01 -0.05 0.00 -0.57
C -2.91386 3.43740 -4.65957 0.08 -0.01 -0.05 -0.43
C -2.95963 -0.07526 0.41471 -0.05 0.00 0.10 -0.88
C -3.75160 -2.23548 3.74967 0.06 0.08 -0.16 -0.50
C 1.70839 -1.94274 -2.95392 -0.06 -0.05 -0.01 -0.67
C 4.04667 1.74488 -2.68252 -0.06 -0.03 0.01 -0.74
C 2.32247 3.33947 -3.14816 -0.01 -0.02 0.05 -0.89
C 2.56569 -5.44829 1.07860 -0.05 0.00 -0.01 -0.60
C 3.09357 0.86292 -2.18301 -0.02 0.05 0.00 -0.44
C -1.84070 2.69391 -5.14083 0.05 0.05 0.05 0.10
C -0.90913 1.66939 8.00333 -0.02 0.01 -0.06 -1.13
C -0.68653 1.17471 -9.29510 0.02 -0.04 0.03 -0.58
C -4.95854 -4.14770 4.87477 0.11 0.09 0.01 -1.59
C 1.20652 -4.27263 -2.57975 0.03 0.06 0.02 -0.63
C 1.53398 -3.24871 1.59770 -0.10 0.03 0.15 -1.20
C 1.57167 -4.67862 1.65138 0.03 0.03 -0.05 0.37
C -2.78165 -1.23647 3.69814 -0.07 0.01 -0.10 -0.24
C 1.73897 1.20218 -2.15725 -0.01 0.02 -0.06 0.49
C 0.31196 -3.91173 -1.58254 0.01 0.02 0.04 -0.48
C -1.34690 0.92515 6.92442 0.05 0.04 0.02 -0.26
C -1.90609 -0.99238 4.78002 0.09 0.07 0.14 0.17
C -2.08755 -1.86009 5.88819 -0.02 0.03 -0.04 -0.36
C 3.24416 1.01263 3.45763 -0.06 0.02 -0.03 -0.69
C -3.91101 -3.05893 4.84887 -0.06 -0.05 0.06 0.89
C -2.79469 4.80709 -4.46248 0.02 0.02 0.00 -0.47
C 0.38824 0.29614 -9.38993 -0.03 0.01 0.05 -0.38
C -0.49511 0.57386 5.84076 -0.16 -0.07 -0.05 -0.24
C -2.59979 1.15396 1.00051 -0.08 -0.08 -0.03 -0.39
C 0.06252 -0.32285 -7.08332 0.00 0.00 -0.03 -0.07
C -0.94819 3.76154 -0.51374 -0.22 0.20 -0.31 0.37
C 1.37405 2.46246 -2.64262 -0.01 -0.03 -0.03 -0.45
C -1.00827 0.56096 -6.97439 0.00 -0.01 -0.05 -0.01
C -0.63701 3.34134 -5.41759 -0.07 0.07 0.03 -0.04
C 1.26322 1.77855 7.07062 0.05 0.08 -0.07 -0.31
C 3.61090 -4.83068 0.40910 -0.05 -0.01 0.04 0.29
C 3.36584 -0.33866 3.84557 0.11 0.14 0.00 -0.57
C 0.75794 -0.45316 -8.28222 -0.04 0.03 -0.01 -0.66
H -1.49469 6.50862 -4.57023 -0.01 -0.03 -0.01 0.34
H 4.47267 -2.96030 -0.20826 -0.02 0.00 0.02 0.45
H -4.38061 -2.36487 2.87688 0.02 0.02 0.02 0.38
H -5.53367 -4.12187 5.80513 0.00 -0.02 -0.03 0.37
H -3.11875 -3.48958 6.80107 0.01 0.04 -0.01 0.32
H 0.33717 2.77723 -2.62773 0.03 0.04 0.06 0.49
H 0.37054 -0.91177 -6.22723 0.02 0.02 -0.04 0.39
H 4.40886 3.67887 -3.54679 -0.02 -0.02 -0.01 0.34
H 1.86537 2.63562 9.61505 0.00 0.02 0.01 0.34
H -4.51000 -5.14374 4.79420 -0.02 0.05 0.00 0.29
H -5.65721 -4.03140 4.04391 0.02 -0.01 0.03 0.34
H -1.61723 1.92501 8.78889 0.01 -0.03 -0.03 0.29
H 0.21682 2.77379 -5.76935 0.01 -0.01 -0.02 0.41
H 0.42590 5.20327 -5.43156 -0.04 -0.02 0.00 0.41
H 5.09239 1.45619 -2.68673 -0.04 0.00 0.01 0.40
H 2.51775 -6.52757 1.14448 -0.01 0.03 0.01 0.41
H -0.22062 -4.67388 -1.02338 0.02 0.07 -0.02 0.41
H -2.46793 2.10857 0.51917 0.02 -0.06 0.02 0.60
H -2.20584 1.99654 -8.02842 -0.01 0.02 -0.01 0.36
H -0.50762 -0.87317 -4.22014 0.08 -0.13 -0.04 0.77
H -3.18820 -0.28694 -0.61971 0.03 0.00 0.07 0.72
H -1.76163 -0.20910 -2.28754 -0.04 0.02 0.04 0.67
H -0.98194 1.76645 -10.15421 0.01 -0.01 0.02 0.36
H 2.60355 -3.55774 -4.04735 -0.02 0.02 0.03 0.43
H -3.84107 2.93509 -4.41313 -0.04 0.01 0.02 0.31
H 0.28751 0.69292 -4.37982 0.05 0.03 0.02 0.54
H 4.03287 -1.08872 3.45806 -0.03 -0.01 -0.05 0.53
H -2.18798 1.48562 3.17222 0.08 -0.13 -0.01 0.41
H 2.14246 -1.35397 5.41697 -0.10 0.06 -0.04 0.40
H 2.00236 4.31197 -3.50561 0.01 -0.04 0.02 0.52
H 2.24829 -1.18657 -3.50953 0.02 0.02 0.00 0.52
H 0.19032 2.87373 10.11636 0.01 0.00 -0.01 0.36
H 0.93646 0.20169 -10.31995 -0.02 0.00 0.01 0.35
H -2.38411 0.61748 6.87293 0.01 0.00 0.02 0.49
H -1.40610 -1.74524 6.72205 -0.03 0.00 0.02 0.47
H -3.62429 5.36775 -4.04864 0.05 -0.04 -0.01 0.36
H 1.37919 -5.31882 -2.80572 -0.01 0.04 0.00 0.38
H 3.41819 -0.09702 -1.80842 0.00 -0.05 0.07 0.55
H 1.59613 -1.13781 -8.34510 -0.03 0.01 0.01 0.38
H -1.32612 1.48113 -2.43757 0.01 0.01 0.03 0.39
H 3.78223 1.54661 2.68644 -0.04 -0.04 0.07 0.52
H 2.30092 2.10353 7.08990 -0.05 -0.06 -0.02 0.38
H -0.53647 -2.30200 -0.44678 0.03 -0.05 -0.03 0.21
H 0.95523 4.02116 9.01728 0.00 -0.03 0.00 0.26



Entry 3:
7
Properties=species:S:1:pos:R:3:forces:R:3:mulliken_charge:R:1 method="wB97M-V/def2-TZVPD" e_lumo_ha=0.019 largest_force_ev_per_a=10.85 spin_multiplicity=1 de_lowest_kj_mol=379.66
O -2.23494 -0.17847 0.16632 9.52 1.34 0.86 -0.55
N 0.17041 0.91154 0.10110 -0.57 -2.13 3.29 -0.26
C -0.76086 0.02273 0.26847 -10.79 -1.00 -0.33 0.51
C 0.56159 -0.46989 0.09718 0.93 -2.52 -1.86 -0.35
H 1.29862 -0.90620 0.72764 0.14 0.26 1.28 0.25
H 0.62548 -0.98388 -0.87157 0.17 0.35 -0.08 0.20
H 0.33970 1.60419 -0.48914 0.61 3.70 -3.16 0.21